This record from the Open Molecules 2025 dataset describes 2 unconnected molecules or ions with the total composition C4H11N3O2. The level of theory is ωB97M-V/def2-TZVPD.

CARTESIAN COORDINATES (ANGSTROEM)
H (1.75, 0.83, 1.97)
N (1.74, 0.44, 1.05)
C (1.08, -0.58, 0.71)
N (1.60, -1.42, -0.28)
N (0.00, -1.08, 1.43)
C (-0.10, -2.51, 1.72)
H (0.91, -2.08, -0.62)
H (1.94, -0.84, -1.03)
H (-0.11, -0.54, 2.24)
H (-0.53, -3.08, 0.91)
H (-0.96, -2.61, 2.40)
H (0.82, -2.84, 2.20)
C (-0.86, 2.92, -1.64)
C (-1.16, 1.51, -2.06)
O (-1.30, 1.04, -3.15)
O (-1.60, 0.79, -0.96)
H (0.19, 3.22, -1.46)
H (-1.17, 3.00, -0.60)
H (-1.15, 3.67, -2.36)
H (-1.07, 0.17, -0.46)

Summary:
SMILES string: [H]/N=C(/N)NC.CC(=O)O
Strongest force on any atom: 2.4 eV/Å
HOMO-LUMO gap: 10.0 eV
Charge: 0
Relative energy (zero: lowest compared OMol25 entry of this formula, charge and spin): 194.4 kJ/mol

Atom charges from the natural (NBO) analysis, given in e for atoms 1 to 8: atom 1 (H): 0.360, atom 2 (N): -0.795, atom 3 (C): 0.566, atom 4 (N): -0.812, atom 5 (N): -0.645, atom 6 (C): -0.435, atom 7 (H): 0.366, atom 8 (H): 0.398


This record from the Open Molecules 2025 dataset describes 2 unconnected molecules or ions with the total composition C4H11N3O2. The level of theory is ωB97M-V/def2-TZVPD.

CARTESIAN COORDINATES (ANGSTROEM)
H (-0.40, 2.25, -0.97)
N (-0.37, 1.40, -0.45)
C (-1.39, 0.67, -0.19)
N (-1.25, -0.42, 0.71)
N (-2.64, 0.90, -0.74)
C (-2.81, 1.56, -2.01)
H (-0.32, -0.53, 1.11)
H (-1.63, -1.27, 0.38)
H (-3.36, 0.98, 0.00)
H (-3.79, 1.34, -2.46)
H (-2.13, 1.12, -2.75)
H (-2.58, 2.60, -1.87)
C (3.48, -1.34, 0.59)
C (2.00, -1.07, 0.64)
O (1.18, -1.95, 0.44)
O (1.85, 0.13, 1.23)
H (3.81, -1.17, -0.45)
H (3.65, -2.37, 0.87)
H (4.00, -0.60, 1.18)
H (1.04, 0.64, 1.14)

Summary:
SMILES string: [H]/N=C(/N)NC.CC(=O)O
Strongest force on any atom: 2.7 eV/Å
HOMO-LUMO gap: 9.8 eV
Charge: 0
Relative energy (zero: lowest compared OMol25 entry of this formula, charge and spin): 117.9 kJ/mol

Atom charges from the natural (NBO) analysis, given in e for atoms 1 to 8: atom 1 (H): 0.360, atom 2 (N): -0.833, atom 3 (C): 0.596, atom 4 (N): -0.828, atom 5 (N): -0.664, atom 6 (C): -0.412, atom 7 (H): 0.392, atom 8 (H): 0.390


This record from the Open Molecules 2025 dataset describes 2 unconnected molecules or ions with the total composition C4H11N3O2. The level of theory is ωB97M-V/def2-TZVPD.

CARTESIAN COORDINATES (ANGSTROEM)
C (1.96, 1.17, 0.44)
C (1.06, 1.76, -0.57)
O (1.84, 2.50, -1.46)
O (-0.13, 1.81, -0.76)
H (2.95, 1.25, -0.03)
H (1.89, 0.12, 0.68)
H (1.91, 1.80, 1.33)
C (-2.72, -0.93, 0.81)
C (-0.50, -1.67, 0.32)
N (-0.73, -2.26, -0.76)
N (-1.32, -0.55, 0.74)
N (0.64, -1.90, 1.02)
H (-1.51, -2.24, -1.41)
H (1.45, 2.55, -2.33)
H (-1.30, 0.26, 0.10)
H (0.62, -1.53, 1.97)
H (1.01, -2.83, 0.92)
H (-3.16, -0.45, 1.71)
H (-2.94, -1.96, 1.09)
H (-3.36, -0.57, 0.02)

Summary:
Multiplicity: 2
Strongest force on any atom: 3.3 eV/Å
⟨S²⟩: 0.762
HOMO-LUMO gap (spin up / spin down): 10.8 / 6.1 eV
Charge: +1
Relative energy (zero: lowest compared OMol25 entry of this formula, charge and spin): 221.8 kJ/mol

Atom charges from the natural (NBO) analysis, given in e for atoms 1 to 8: atom 1 (C): -0.759, atom 2 (C): 0.816, atom 3 (O): -0.699, atom 4 (O): -0.624, atom 5 (H): 0.270, atom 6 (H): 0.243, atom 7 (H): 0.265, atom 8 (C): -0.487


This record from the Open Molecules 2025 dataset describes 2 unconnected molecules or ions with the total composition C4H11N3OS3. The level of theory is ωB97M-V/def2-TZVPD.

CARTESIAN COORDINATES (ANGSTROEM)
H (1.80, 0.96, -1.44)
N (2.44, 0.21, -1.19)
C (2.63, 0.19, 0.06)
N (2.02, 1.01, 1.03)
O (1.31, 2.08, 0.51)
N (3.48, -0.73, 0.69)
S (4.41, -1.80, -0.25)
H (2.67, 1.32, 1.74)
H (1.95, 2.65, 0.04)
H (3.08, -1.14, 1.51)
H (3.44, -2.32, -1.02)
S (-4.65, -2.02, -0.12)
C (-3.98, -0.76, 0.62)
C (-2.62, -0.18, 0.32)
C (-2.76, 1.25, -0.22)
S (-1.17, 2.08, -0.48)
H (-4.53, -0.24, 1.41)
H (-2.10, -0.81, -0.40)
H (-2.04, -0.15, 1.25)
H (-3.34, 1.25, -1.15)
H (-3.30, 1.88, 0.49)
H (-0.72, 1.27, -1.45)

Summary:
SMILES string: [H]/N=C(\NO)NS.S=CCCS
Strongest force on any atom: 0.8 eV/Å
HOMO-LUMO gap: 8.5 eV
Charge: 0

Atom charges from the natural (NBO) analysis, given in e for atoms 1 to 8: atom 1 (H): 0.348, atom 2 (N): -0.728, atom 3 (C): 0.526, atom 4 (N): -0.343, atom 5 (O): -0.540, atom 6 (N): -0.782, atom 7 (S): 0.200, atom 8 (H): 0.363


This record from the Open Molecules 2025 dataset describes 2 unconnected molecules or ions with the total composition C4H11N4. The level of theory is ωB97M-V/def2-TZVPD.

CARTESIAN COORDINATES (ANGSTROEM)
C (0.09, -2.82, 1.11)
C (0.15, 2.60, -1.21)
C (1.79, 0.86, -0.82)
C (-1.68, 0.88, 0.18)
N (0.03, -1.69, 0.84)
N (0.46, 1.44, -0.76)
N (-0.08, -4.04, 1.50)
N (-0.32, 0.61, -0.13)
H (1.02, 3.27, -1.49)
H (-0.73, 3.15, -1.13)
H (2.05, 0.43, 0.22)
H (1.83, -0.01, -1.58)
H (2.58, 1.66, -1.03)
H (-2.06, -0.10, 0.64)
H (-1.80, 1.73, 0.88)
H (-2.30, 1.18, -0.68)
H (-0.70, -4.00, 2.33)
H (-0.29, -4.83, 0.87)
H (-0.05, -0.34, 0.27)

Summary:
Strongest force on any atom: 3.6 eV/Å
HOMO-LUMO gap: 9.7 eV
Charge: +1
Relative energy (zero: lowest compared OMol25 entry of this formula, charge and spin): 335.9 kJ/mol

Atom charges from the natural (NBO) analysis, given in e for atoms 1 to 8: atom 1 (C): 0.582, atom 2 (C): -0.130, atom 3 (C): -0.444, atom 4 (C): -0.451, atom 5 (N): -0.501, atom 6 (N): -0.025, atom 7 (N): -0.832, atom 8 (N): -0.405


This record from the Open Molecules 2025 dataset describes a gas-phase ion, C4H11N4 (charge +1). The level of theory is ωB97M-V/def2-TZVPD.

CARTESIAN COORDINATES (ANGSTROEM)
H (-1.61, -1.89, -1.12)
N (-0.65, -1.92, -0.93)
C (-0.06, -1.01, -0.34)
N (1.23, -1.22, 0.06)
N (2.20, -0.25, 0.64)
C (-0.69, 0.27, 0.37)
C (-2.19, 0.10, 0.61)
C (-0.22, 1.28, -0.63)
N (0.88, 1.94, -0.72)
H (1.80, -1.96, -0.19)
H (3.10, -0.57, 0.39)
H (2.07, -0.48, 1.68)
H (-0.19, 0.38, 1.31)
H (-2.55, -0.20, -0.37)
H (-2.70, 0.99, 1.07)
H (-2.32, -0.73, 1.33)
H (-0.94, 1.38, -1.51)
H (1.29, 2.43, -1.50)
H (1.56, 1.45, -0.16)

Summary:
SMILES string: [H]/N=C(/NN)[C@H](C)C=[NH2+]
Strongest force on any atom: 5.0 eV/Å
HOMO-LUMO gap: 8.4 eV
Charge: +1
Relative energy (zero: lowest compared OMol25 entry of this formula, charge and spin): 319.0 kJ/mol

Atom charges from the natural (NBO) analysis, given in e for atoms 1 to 8: atom 1 (H): 0.371, atom 2 (N): -0.637, atom 3 (C): 0.429, atom 4 (N): -0.471, atom 5 (N): -0.691, atom 6 (C): -0.361, atom 7 (C): -0.602, atom 8 (C): 0.343


This record from the Open Molecules 2025 dataset describes a gas-phase ion, C4H11N5O (charge +2). The level of theory is ωB97M-V/def2-TZVPD.

CARTESIAN COORDINATES (ANGSTROEM)
N (0.47, 1.00, 1.53)
C (0.06, 0.95, 0.14)
C (1.32, 0.20, -0.24)
N (2.41, 0.82, -0.56)
N (1.31, -1.16, -0.08)
C (0.19, -1.86, 0.17)
N (-0.97, -1.30, 0.28)
C (-1.25, 0.17, -0.06)
N (-1.68, 0.16, -1.51)
O (-2.18, 0.65, 0.78)
H (-0.17, 0.58, 2.19)
H (0.80, 1.90, 1.86)
H (-0.04, 1.92, -0.34)
H (2.42, 1.82, -0.75)
H (3.33, 0.37, -0.58)
H (2.19, -1.67, -0.13)
H (0.28, -2.94, 0.26)
H (-1.79, -1.87, 0.48)
H (-1.00, -0.15, -2.18)
H (-2.60, -0.20, -1.69)
H (-3.09, 0.62, 0.45)

Summary:
SMILES string: N[C@H]1C(=[NH2+])[NH+]=CN[C@@]1(N)O
Strongest force on any atom: 3.6 eV/Å
HOMO-LUMO gap: 9.0 eV
Charge: +2
Relative energy (zero: lowest compared OMol25 entry of this formula, charge and spin): 34.0 kJ/mol

Atom charges from the natural (NBO) analysis, given in e for atoms 1 to 8: atom 1 (N): -0.793, atom 2 (C): -0.159, atom 3 (C): 0.599, atom 4 (N): -0.651, atom 5 (N): -0.561, atom 6 (C): 0.407, atom 7 (N): -0.488, atom 8 (C): 0.558


Computed E (Eh) in order:
-473.7287 -473.7579 -473.4339 -1592.9670 -377.6988 -377.7052 -507.4218